Arrangement P

The following is a DFT calculation (wB97M-V/def2-TZVPD) of a single C9H9NO3 molecule.

Last column: natural (NBO) charge in e.
Positions of all 22 atoms, in Å:
1 C 3.54295 0.14158 -0.45542  -0.295
2 C 1.61955 -0.37158 0.76490  0.043
3 C -0.54761 1.95665 -0.05487  0.745
4 C -1.31230 0.79088 -0.09092  -0.273
5 C -2.64390 0.79632 0.20690  -0.098
6 C -3.31980 -0.43792 0.03213  -0.249
7 C -2.52574 -1.60814 -0.25718  -0.135
8 C -1.11165 -1.60532 -0.37499  -0.285
9 C -0.50910 -0.37528 -0.33729  0.212
10 H 4.33465 -0.39142 -1.18338  0.204
11 H 2.59177 0.64543 -0.99710  0.218
12 H 4.05930 0.84941 0.20389  0.183
13 H 1.80312 0.74249 1.18606  0.203
14 H 1.03040 -1.12622 1.41669  0.215
15 H -3.03511 1.77156 0.58572  0.244
16 H -4.29564 -0.55961 0.32622  0.217
17 H -3.01949 -2.59111 -0.09433  0.225
18 H -0.42145 -2.45092 -0.47670  0.238
19 N 0.74152 0.11327 -0.40013  -0.161
20 O 2.96415 -0.93957 0.39386  -0.545
21 O 0.77657 1.49567 -0.43719  -0.361
22 O -0.72216 3.15383 0.04312  -0.544

Values from the calculation:
Gap between HOMO and LUMO, eV: 8.63

***

Arrangement Q

The following is a DFT calculation (wB97M-V/def2-TZVPD) of a single C9H9NO3 molecule.

Last column: natural (NBO) charge in e.
Positions of all 22 atoms, in Å:
1 C -2.57747 0.78925 -0.65467  -0.170
2 C -1.80825 1.96644 -0.48968  -0.231
3 C -1.99373 -0.40138 -0.35023  -0.198
4 C -0.50920 1.88912 -0.15390  -0.114
5 C -0.65466 -0.48843 -0.04564  -0.026
6 C 0.09662 0.64041 0.05154  -0.123
7 C -0.08993 -1.77405 0.32213  -0.232
8 C -0.29226 -2.26202 1.53811  -0.356
9 C 1.51181 0.70227 0.36824  0.441
10 N 2.32989 0.08954 -0.44496  0.299
11 O 3.53852 -0.12335 -0.34453  -0.527
12 O 1.78220 -0.04504 -1.85912  -0.589
13 O 1.99734 0.99132 1.64467  -0.649
14 H -3.50245 0.93720 -1.04009  0.206
15 H -2.42713 2.76816 -0.78973  0.215
16 H -2.49320 -1.33691 -0.49168  0.217
17 H 0.05149 2.79483 -0.17723  0.211
18 H 0.32605 -2.52050 -0.42236  0.226
19 H 2.56763 -0.31585 -2.36052  0.485
20 H -0.77687 -1.64477 2.27441  0.193
21 H -0.08339 -3.38288 1.86812  0.209
22 H 3.00699 0.72663 1.55711  0.513

Values from the calculation:
Gap between HOMO and LUMO, eV: 9.35

***

The relative energies come out as arrangement P 0.0; arrangement Q 24.4, with values in kcal/mol.

***

Arrangement P

The following is a DFT calculation (wB97M-V/def2-TZVPD) of 2 unconnected molecules or ions with the total composition CHN4.

Last column: natural (NBO) charge in e.
Positions of all 6 atoms, in Å:
1 C 0.58142 0.15327 -0.16535  0.283
2 N -0.01446 -1.03410 -0.09224  -0.451
3 N -0.24172 1.22584 -0.07956  -0.445
4 N -1.30611 -0.69717 -0.03862  -0.172
5 N -1.41626 0.59983 -0.07320  -0.161
6 H 2.39713 -0.24767 0.44897  -0.054

Values from the calculation:
Gap between HOMO and LUMO, eV: 9.00
Net charge: -1

***

Arrangement Q

The following is a DFT calculation (wB97M-V/def2-TZVPD) of a gas-phase ion, CHN4 (charge -1).

Last column: natural (NBO) charge in e.
Positions of all 6 atoms, in Å:
1 C -0.57394 0.37787 0.01234  0.036
2 N -2.73024 -0.61481 -0.51425  -0.135
3 N -1.07334 1.51039 -0.11104  -0.623
4 N -1.65872 -0.59980 0.36573  -0.337
5 N -2.89197 0.28857 0.35123  -0.037
6 H 0.49974 -0.16003 -0.10086  0.096

Values from the calculation:
Gap between HOMO and LUMO (alpha / beta), eV: 7.50 / 7.50
Net charge: -1

***

Arrangement R

The following is a DFT calculation (wB97M-V/def2-TZVPD) of 2 unconnected molecules or ions with the total composition CHN4.

Last column: natural (NBO) charge in e.
Positions of all 6 atoms, in Å:
1 C -0.25031 -0.90492 0.92042  0.092
2 N 1.34728 3.27850 -1.85167  -0.524
3 N -0.50585 -1.51899 1.87765  -0.398
4 N 0.19014 1.28215 -1.66990  -0.618
5 N 0.82793 2.25419 -1.70096  0.175
6 H -0.08494 -0.23058 0.11746  0.274

Values from the calculation:
Gap between HOMO and LUMO, eV: 7.40
Net charge: -1

***

Arrangement S

The following is a DFT calculation (wB97M-V/def2-TZVPD) of 2 unconnected molecules or ions with the total composition CHN4.

Last column: natural (NBO) charge in e.
Positions of all 6 atoms, in Å:
1 C -0.79497 0.84245 0.76444  0.137
2 N 1.37249 -1.92760 -1.13582  -0.483
3 N 0.41245 0.13902 -0.71580  -0.524
4 N -1.50733 1.74950 0.59392  -0.507
5 N 0.89095 -0.90618 -0.91455  0.192
6 H -0.37358 0.10280 1.40780  0.184

Values from the calculation:
Gap between HOMO and LUMO, eV: 8.05
Net charge: -1

***

The relative energies come out as arrangement P 64.4; arrangement Q 84.9; arrangement R 0.0; arrangement S 18.2, with values in kcal/mol.

***

Arrangement P

The following is a DFT calculation (wB97M-V/def2-TZVPD) of 2 unconnected molecules or ions with the total composition CH3IO2P.

Last column: natural (NBO) charge in e.
Positions of all 8 atoms, in Å:
1 C -0.21291 0.81674 -0.49789  -1.021
2 O -0.12156 -1.82681 -0.78434  -1.119
3 O -1.32995 -0.96048 2.17832  -0.870
4 P 0.00696 -0.80469 0.26865  1.668
5 I 2.50814 -0.66142 0.57556  -0.356
6 H -1.31304 0.97465 -0.66145  0.239
7 H 0.08593 1.36526 0.29816  0.225
8 H 0.37643 1.09675 -1.37701  0.234

Values from the calculation:
Gap between HOMO and LUMO (alpha / beta), eV: 7.61 / 7.56
Net charge: -1

***

Arrangement Q

The following is a DFT calculation (wB97M-V/def2-TZVPD) of 2 unconnected molecules or ions with the total composition CH3IO2P.

Last column: natural (NBO) charge in e.
Positions of all 8 atoms, in Å:
1 C -0.22793 0.01377 0.13433  -0.914
2 O -2.53036 2.32934 -0.78122  -1.123
3 O -2.56841 1.69395 1.71786  -1.127
4 P -2.45372 1.32970 0.29656  1.955
5 I -3.88608 -0.57654 -0.19196  -0.320
6 H 0.37982 0.72834 -0.32603  0.169
7 H -0.01327 -0.02840 1.19469  0.180
8 H -0.05318 -1.02232 -0.38231  0.180

Values from the calculation:
Gap between HOMO and LUMO (alpha / beta), eV: 7.21 / 7.21
Net charge: -1

***

The relative energies come out as arrangement P 71.7; arrangement Q 0.0, with values in kcal/mol.

***

Arrangement P

The following is a DFT calculation (wB97M-V/def2-TZVPD) of 2 unconnected molecules or ions with the total composition C4H12S2.

Last column: natural (NBO) charge in e.
Positions of all 18 atoms, in Å:
1 C 2.37687 -0.81742 -1.24316  -0.741
2 S 3.03343 -1.27434 0.38540  0.082
3 S 2.42947 0.33443 1.54146  -0.142
4 H 2.56307 0.24294 -1.42229  0.226
5 H 1.31451 -1.02431 -1.30111  0.219
6 H 2.91296 -1.42587 -1.96328  0.230
7 H 1.62601 -0.37403 2.34793  0.134
8 C -1.52096 1.69330 0.09436  -0.605
9 C -1.01069 0.29038 -0.20880  -0.403
10 C -1.79289 -0.82914 0.47877  -0.605
11 H -2.60926 1.76578 0.00781  0.199
12 H -1.05706 2.40084 -0.59511  0.208
13 H -1.34344 2.00870 1.12183  0.201
14 H 0.03293 0.23705 0.09839  0.203
15 H -1.05765 0.13110 -1.28872  0.188
16 H -1.58785 -0.85800 1.54848  0.199
17 H -2.86231 -0.71446 0.30085  0.202
18 H -1.44717 -1.78695 0.09715  0.205

Values from the calculation:
Gap between HOMO and LUMO, eV: 9.34

***

Arrangement Q

The following is a DFT calculation (wB97M-V/def2-TZVPD) of 2 unconnected molecules or ions with the total composition C4H12S2.

Last column: natural (NBO) charge in e.
Positions of all 18 atoms, in Å:
1 C 2.75924 -0.46148 0.64416  -0.738
2 S 1.41207 -0.22170 -0.55254  0.160
3 C 1.63827 1.55425 -0.88481  -0.730
4 H 3.19569 -1.40906 0.43181  0.222
5 H 3.55892 0.24516 0.43831  0.218
6 H 2.40620 -0.46767 1.66824  0.214
7 H 1.18504 1.74880 -1.85311  0.230
8 H 2.69509 1.79250 -0.97125  0.212
9 H 1.12792 2.14683 -0.13041  0.213
10 C -2.17701 0.37892 1.15791  -0.740
11 S -2.57294 0.29858 -0.61406  0.165
12 C -2.25713 -1.46027 -0.89718  -0.741
13 H -2.78617 -0.33044 1.71114  0.211
14 H -1.10725 0.20732 1.26325  0.220
15 H -2.44062 1.38698 1.47481  0.225
16 H -2.17934 -1.59244 -1.96996  0.228
17 H -3.10390 -2.04286 -0.54076  0.208
18 H -1.35408 -1.77341 -0.37556  0.221

Values from the calculation:
Gap between HOMO and LUMO, eV: 9.20

***

The relative energies come out as arrangement P 0.0; arrangement Q 6.4, with values in kcal/mol.

***

Arrangement P

The following is a DFT calculation (wB97M-V/def2-TZVPD) of 2 unconnected molecules or ions with the total composition C2H5N4O.

Last column: natural (NBO) charge in e.
Positions of all 12 atoms, in Å:
1 C -3.11234 0.25699 0.28825  0.357
2 C 0.83696 -0.06197 -0.06627  0.625
3 N -3.69188 0.71422 1.17420  -0.376
4 N 1.82678 -0.71995 0.34092  -0.703
5 N 0.56856 1.21876 0.05875  -0.725
6 N -0.17033 -0.71757 -0.75906  -0.162
7 O -1.17188 -0.09096 -1.23975  -0.217
8 H 2.26669 -0.40799 1.18035  0.450
9 H 1.76659 -1.70655 0.07218  0.429
10 H 1.29768 1.89931 0.35621  0.457
11 H -0.31059 1.37140 -0.50284  0.461
12 H -0.10624 -1.75569 -0.90293  0.402

Values from the calculation:
Gap between HOMO and LUMO (alpha / beta), eV: 9.51 / 8.28
Net charge: +1

***

Arrangement Q

The following is a DFT calculation (wB97M-V/def2-TZVPD) of a gas-phase ion, C2H5N4O (charge +1).

Last column: natural (NBO) charge in e.
Positions of all 12 atoms, in Å:
1 C 0.59001 -0.19329 0.00690  0.508
2 C -0.41435 0.97444 0.00054  -0.390
3 N -1.51141 -1.09173 -0.01429  -0.085
4 N -0.15601 -1.25860 -0.00610  -0.353
5 N -1.77565 0.17461 0.01343  0.368
6 N 1.87093 -0.10195 -0.12346  -0.700
7 O -2.80266 0.77748 -0.08794  -0.288
8 H -0.45952 1.42708 1.02706  0.290
9 H -0.44844 1.84478 -0.75560  0.320
10 H 0.21493 -2.20763 -0.02506  0.451
11 H 2.50821 0.64617 0.04224  0.456
12 H 2.38396 -0.99135 -0.07772  0.423

Values from the calculation:
Gap between HOMO and LUMO, eV: 9.30
Net charge: +1

***

The relative energies come out as arrangement P 53.5; arrangement Q 0.0, with values in kcal/mol.